(1)
This record from the OMol25 dataset describes a cluster of 2 separate species, C3H6IN3 in total in a non-equilibrium geometry. The level of theory is ωB97M-V/def2-TZVPD.

- frontier orbital gap (eV) = 9.40
- net charge = 0
- E (eV) = -15775.62924

Last column: natural (NBO) charge in e.
Element x y z (Å)
C 0.1687 1.0398 0.7610  -0.22
C 0.9229 -0.0144 1.0610  -0.34
C -1.3691 0.8769 0.7809  -0.63
N -1.0092 -1.9535 -1.4876  -0.10
N 0.0134 -1.6084 -1.7953  0.26
N 1.0996 -1.1371 -1.8354  -0.54
I 3.0907 -0.1104 0.9394  0.11
H 0.3337 2.1416 0.6268  0.22
H 0.3539 -0.9331 1.2672  0.21
H -1.7272 1.8483 1.2392  0.21
H -1.7342 -0.1200 1.3656  0.22
H -1.6762 0.9231 -0.2310  0.22
H 1.5331 -0.9527 -2.6918  0.38

(2)
This record from the OMol25 dataset describes a cluster of 2 separate species, C3H6IN5 in total in a non-equilibrium geometry. The level of theory is ωB97M-V/def2-TZVPD.

- SMILES = C/N=C\c1nnn[nH]1.I
- frontier orbital gap (eV) = 9.80
- net charge = 0
- E (eV) = -18756.44546

Last column: natural (NBO) charge in e.
Element x y z (Å)
C -0.3221 0.8318 -1.4751  -0.48
N -0.5962 -0.3957 -0.7656  -0.33
C -0.1644 -0.7207 0.4113  0.02
C 0.6345 0.0807 1.2927  0.24
N 1.0912 1.3064 1.1232  -0.27
N 1.8370 1.5177 2.1554  -0.06
N 1.9169 0.5551 2.9794  -0.06
N 1.2197 -0.4326 2.4077  -0.36
H -1.2818 1.2915 -1.5573  0.23
H 0.4470 1.3664 -0.9030  0.23
H -0.2075 0.5608 -2.6370  0.23
H -0.3491 -1.6533 0.7843  0.18
H 1.0406 -1.2025 3.0466  0.43
I -2.5177 -1.3982 -4.1865  -0.10
H -2.7481 -1.7074 -2.6762  0.11

(3)
This record from the OMol25 dataset describes a cluster of 2 separate species, C3H6INO in total in a non-equilibrium geometry. The level of theory is ωB97M-V/def2-TZVPD.

- frontier orbital gap (eV) = 7.97
- net charge = 0
- E (eV) = -14840.71243

Last column: natural (NBO) charge in e.
Element x y z (Å)
C 0.3417 0.2763 -0.7708  0.60
C 0.4783 2.6509 -0.8275  -0.24
C -1.2082 -1.9999 1.5254  -0.93
N 0.9045 -0.7031 -0.6147  -0.47
O -0.2231 1.3931 -1.0401  -0.49
I 0.1375 -3.5335 0.8653  0.47
H 0.7352 2.7866 0.2373  0.21
H -0.2295 3.4925 -1.2145  0.21
H 1.3154 2.6714 -1.5064  0.20
H -1.9400 -2.0348 0.6571  0.16
H -1.7122 -2.4206 2.3469  0.16
H 1.4005 -2.5790 0.3421  0.13